Here is a structure of composition C4H8O3Pb in a non-equilibrium geometry from OMol25. Energies are from ωB97M-V with the def2-TZVPD basis set.

Each line ends with the Mulliken spin population.
CARTESIAN COORDINATES (ANGSTROEM)
O 0.90 0.23 -0.32  0.099
O 0.80 -1.19 -2.05  0.179
C 1.30 -0.84 -1.04  0.696
O -2.08 -1.19 0.16  0.003
C -2.68 -2.23 -0.54  0.001
C 1.93 1.03 0.38  0.011
C 1.24 2.17 1.08  0.002
H -3.05 -1.95 -1.54  0.000
H -1.95 -3.05 -0.71  0.001
H -3.53 -2.64 0.03  0.000
H 2.43 0.35 1.09  -0.002
H 2.63 1.36 -0.39  -0.006
H 0.51 1.82 1.83  0.000
H 2.00 2.75 1.62  0.000
H 0.75 2.85 0.37  0.000
Pb -1.21 0.52 0.03  0.019

Values from the calculation:
Net charge ... +1
LUMO level (spin up / spin down) ... -0.18926 / -0.21089 Ha
Energy relative to the best compared isomer or geometry (same formula, charge and spin) ... 0.00 kcal per mole
E_tot ... -575.40407 hartree
Gap between HOMO and LUMO (spin up / spin down) ... 8.65 / 8.43 eV
Spin multiplicity ... 2
HOMO energy (spin up / spin down) ... -0.507 / -0.521 Ha

***

Here is an isolated molecule of C23H22N4OS2 in a non-equilibrium geometry from OMol25. Energies are from ωB97M-V with the def2-TZVPD basis set.

Each line ends with the Mulliken charge.
CARTESIAN COORDINATES (ANGSTROEM)
C -2.04 0.86 2.63  -0.982
C -2.99 1.65 2.17  0.180
C -3.29 1.92 0.72  -0.906
N -2.39 1.26 -0.17  0.321
C -1.23 1.77 -0.68  0.589
S -0.77 3.44 -0.48  -0.201
C 0.98 3.27 -0.94  -0.550
C 1.71 2.31 -0.06  -0.477
C 1.38 1.96 1.21  0.013
S 2.49 0.80 1.82  -0.273
C 3.34 0.87 0.28  0.675
C 4.52 0.08 0.02  0.627
C 5.07 -0.75 0.99  -0.871
C 6.20 -1.50 0.71  -0.731
C 6.81 -1.42 -0.54  0.983
C 8.03 -2.23 -0.85  -1.392
C 6.26 -0.59 -1.50  -0.482
C 5.13 0.16 -1.23  -0.660
N 2.80 1.69 -0.56  -0.451
N -0.54 0.86 -1.30  -0.275
N -1.22 -0.29 -1.20  -0.826
C -2.33 -0.07 -0.53  0.344
C -3.30 -1.10 -0.20  0.481
C -2.84 -2.28 0.36  -0.711
C -3.72 -3.31 0.67  -0.815
C -5.07 -3.15 0.41  -0.591
C -5.54 -1.98 -0.17  -0.677
C -4.67 -0.95 -0.49  0.941
O -5.04 0.22 -1.08  -0.374
C -6.36 0.35 -1.55  -1.056
H -1.88 0.72 3.68  0.312
H -1.37 0.32 1.97  0.234
H -3.65 2.18 2.85  0.409
H -4.31 1.61 0.49  0.167
H -3.21 3.00 0.53  0.535
H 1.03 2.92 -1.97  0.320
H 1.40 4.27 -0.87  0.421
H 0.57 2.31 1.82  0.578
H 4.60 -0.82 1.96  0.311
H 6.61 -2.14 1.47  0.295
H 8.84 -1.58 -1.17  0.326
H 7.83 -2.93 -1.66  0.310
H 8.36 -2.79 0.02  0.346
H 6.72 -0.52 -2.47  0.388
H 4.70 0.81 -1.98  0.466
H -1.78 -2.39 0.54  0.486
H -3.35 -4.22 1.10  0.390
H -5.76 -3.94 0.64  0.387
H -6.59 -1.89 -0.38  0.426
H -7.08 0.35 -0.72  0.380
H -6.40 1.31 -2.06  0.262
H -6.62 -0.45 -2.25  0.400

Values from the calculation:
LUMO level ... 0.01925 Ha
Energy relative to the best compared isomer or geometry (same formula, charge and spin) ... 32.33 kcal per mole
E_tot ... -1980.26608 hartree
Gap between HOMO and LUMO ... 8.43 eV
Structure (SMILES) ... C=CCn1c(SCc2csc(-c3ccc(C)cc3)n2)nnc1-c1ccccc1OC
HOMO energy ... -0.290 Ha

***

Here is a structure of composition C2H4F3P in a non-equilibrium geometry from OMol25. Energies are from ωB97M-V with the def2-TZVPD basis set.

Each line ends with the Mulliken spin population.
CARTESIAN COORDINATES (ANGSTROEM)
C -0.57 0.34 0.26  0.474
C 0.00 1.35 1.12  -0.170
F -0.89 2.27 1.50  -0.013
F 0.53 0.87 2.27  -0.010
F 1.02 2.04 0.62  -0.003
P 0.49 -0.98 -0.47  1.327
H -0.92 0.96 -0.99  0.119
H -1.49 -0.18 0.54  -0.009
H 1.68 -1.09 0.27  0.084
H 1.15 -0.04 -1.30  0.200

Values from the calculation:
LUMO level (spin up / spin down) ... 0.03084 / -0.13942 Ha
Energy relative to the best compared isomer or geometry (same formula, charge and spin) ... 23.40 kcal per mole
E_tot ... -719.30790 hartree
Gap between HOMO and LUMO (spin up / spin down) ... 5.81 / 8.17 eV
Spin multiplicity ... 3
HOMO energy (spin up / spin down) ... -0.183 / -0.440 Ha

***

Here is a cluster of 2 separate species, C11H15N in total in a non-equilibrium geometry from OMol25. Energies are from ωB97M-V with the def2-TZVPD basis set.

Each line ends with the Mulliken charge.
CARTESIAN COORDINATES (ANGSTROEM)
C -3.02 0.59 -1.59  -1.482
C -1.89 0.04 -0.81  0.549
C -1.98 -0.80 0.26  -0.609
N -0.76 -1.42 0.45  0.080
C 0.16 -0.87 -0.40  -0.379
C 1.46 -1.25 -0.69  -0.641
C 2.18 -0.49 -1.59  -0.424
C 1.54 0.50 -2.35  -0.654
C 0.21 0.78 -2.18  -0.435
C -0.50 0.13 -1.16  0.859
H -2.86 1.40 -2.29  0.352
H -3.85 0.95 -0.96  0.344
H -3.53 -0.20 -2.15  0.286
H -2.74 -0.77 1.02  0.402
H -0.58 -2.24 1.00  0.249
H 1.86 -2.17 -0.26  0.371
H 3.21 -0.75 -1.80  0.415
H 2.15 0.94 -3.14  0.364
H -0.35 1.45 -2.82  0.324
C 1.57 1.14 2.50  -0.856
C 0.76 -0.09 2.88  -0.547
H 2.58 1.09 2.91  0.302
H 1.50 1.36 1.43  0.181
H 1.12 2.08 2.84  0.292
H 0.93 -0.46 3.89  0.410
H 1.14 -0.96 2.33  0.086
H -0.30 0.03 2.69  0.158

Values from the calculation:
LUMO level ... 0.03412 Ha
Energy relative to the best compared isomer or geometry (same formula, charge and spin) ... 19.39 kcal per mole
E_tot ... -482.88428 hartree
Gap between HOMO and LUMO ... 8.67 eV
Structure (SMILES) ... Cc1c[nH]c2ccccc12.CC
HOMO energy ... -0.284 Ha

***

Here is the ion C38H36NO with charge +1 in a non-equilibrium geometry from OMol25. Energies are from ωB97M-V with the def2-TZVPD basis set.

Each line ends with the Mulliken charge.
CARTESIAN COORDINATES (ANGSTROEM)
C 4.99 -0.98 0.55  -0.758
O 4.47 0.28 1.06  -0.411
C 3.14 0.46 1.25  0.698
C 2.73 1.63 1.93  -0.982
C 1.50 1.62 2.59  -0.545
C 0.66 0.49 2.58  0.100
C -0.50 0.24 3.72  3.953
N -0.61 0.04 5.33  0.227
C -0.97 -1.31 5.98  -1.336
C -0.51 -1.35 7.44  -1.419
C 0.28 -0.10 7.84  0.245
C 1.44 0.01 6.85  -1.284
C 0.90 0.19 5.44  -0.204
C -0.53 1.20 7.61  -1.322
C -1.39 1.13 6.34  1.476
C -2.87 0.75 6.81  -1.745
C -4.16 1.27 6.18  0.467
C -5.06 0.33 5.70  -0.204
C -6.37 0.69 5.35  -1.045
C -6.78 2.01 5.49  -0.879
C -5.91 3.00 5.99  0.661
C -6.35 4.33 6.22  -0.824
C -5.54 5.28 6.84  -0.696
C -4.27 4.89 7.31  -0.847
C -3.80 3.60 7.10  -0.381
C -4.57 2.64 6.39  0.727
C -1.13 -1.07 3.35  -1.623
C -0.59 -2.34 3.14  0.698
C -1.47 -3.34 2.69  -1.124
C -2.79 -3.02 2.32  -0.991
C -3.28 -1.71 2.47  -0.488
C -2.45 -0.75 3.03  0.300
C -2.65 0.70 3.16  0.456
C -3.61 1.47 2.54  -0.376
C -3.31 2.82 2.33  -1.096
C -2.23 3.44 2.99  -1.352
C -1.37 2.70 3.80  0.105
C -1.50 1.32 3.64  -1.025
C 0.87 -0.35 1.45  -0.546
C 2.14 -0.47 0.85  -0.539
H 6.08 -0.85 0.52  0.243
H 4.72 -1.83 1.21  0.324
H 4.61 -1.15 -0.48  0.324
H 3.47 2.41 2.07  0.404
H 1.26 2.49 3.18  0.408
H -0.37 -2.00 5.41  1.018
H -2.03 -1.55 5.79  0.555
H 0.14 -2.23 7.55  0.584
H -1.33 -1.54 8.14  0.315
H 0.64 -0.15 8.89  0.417
H 2.05 0.88 7.06  0.513
H 2.10 -0.87 6.81  0.395
H 1.43 -0.53 4.77  0.194
H 1.08 1.22 5.12  0.220
H 0.11 2.08 7.49  0.434
H -1.13 1.45 8.50  0.471
H -1.47 2.06 5.76  -0.427
H -2.94 1.07 7.88  0.706
H -2.94 -0.36 6.88  0.605
H -4.76 -0.72 5.64  0.401
H -7.05 -0.06 5.00  0.447
H -7.82 2.30 5.26  0.379
H -7.37 4.60 5.93  0.373
H -5.88 6.31 6.97  0.383
H -3.65 5.60 7.85  0.419
H -2.84 3.30 7.51  0.295
H 0.43 -2.61 3.38  0.501
H -1.13 -4.38 2.59  0.448
H -3.44 -3.79 1.87  0.399
H -4.29 -1.41 2.19  0.447
H -4.50 0.95 2.22  0.441
H -3.94 3.37 1.65  0.497
H -2.05 4.50 2.84  0.504
H -0.68 3.21 4.49  0.552
H 0.13 -1.06 1.02  0.449
H 2.41 -1.32 0.18  0.288

Values from the calculation:
Net charge ... +1
LUMO level ... -0.09313 Ha
Energy relative to the best compared isomer or geometry (same formula, charge and spin) ... 82.01 kcal per mole
E_tot ... -1599.24263 hartree
Gap between HOMO and LUMO ... 7.82 eV
Structure (SMILES) ... COc1ccc(C2([N@+]34CC[C@H](CC3)C[C@@H]4Cc3cccc4ccccc34)c3ccccc3-c3ccccc32)cc1
HOMO energy ... -0.380 Ha

***

Here is the ion C21H21F6O with charge +1 in a non-equilibrium geometry from OMol25. Energies are from ωB97M-V with the def2-TZVPD basis set.

Each line ends with the Mulliken charge.
CARTESIAN COORDINATES (ANGSTROEM)
C -6.14 1.96 0.26  -1.362
C -4.65 2.04 -0.06  -0.169
C -3.98 3.38 0.15  -0.732
C -2.52 3.41 -0.24  -0.567
O -1.82 2.31 0.45  -0.191
C -0.52 2.21 0.16  0.100
C 0.28 1.06 0.53  -0.653
H -6.52 0.95 0.09  0.356
H -6.33 2.21 1.31  0.341
H -6.75 2.62 -0.35  0.355
H -4.13 1.30 0.52  0.243
H -4.53 1.77 -1.12  0.265
H -4.55 4.13 -0.42  0.363
H -4.10 3.70 1.18  0.365
H -2.40 3.26 -1.32  0.416
H -2.03 4.35 0.03  0.447
H -0.15 3.01 -0.52  0.427
H 1.38 1.31 0.37  0.263
H -0.05 0.76 1.57  0.301
F 3.67 -0.48 -5.28  -0.248
C 2.31 -0.68 -5.21  0.870
F 1.72 0.33 -5.92  -0.274
F 2.03 -1.85 -5.88  -0.239
C 1.86 -0.72 -3.81  0.258
C 0.75 0.01 -3.41  -0.880
C 0.35 -0.04 -2.09  -0.603
C 1.08 -0.76 -1.15  0.046
C 0.58 -0.61 0.28  0.356
C 1.43 -1.30 1.38  0.335
C 2.83 -1.49 1.35  -0.375
C 3.47 -2.18 2.40  -0.999
C 2.74 -2.61 3.49  0.309
C 3.40 -3.33 4.59  0.841
F 2.94 -2.87 5.80  -0.250
F 3.17 -4.69 4.56  -0.235
F 4.76 -3.15 4.59  -0.261
C 1.37 -2.37 3.57  -1.043
C 0.73 -1.73 2.52  -0.310
C 2.13 -1.61 -1.59  -0.456
C 2.55 -1.54 -2.92  -1.191
H 0.19 0.59 -4.14  0.460
H -0.53 0.55 -1.77  0.447
H -0.48 -0.94 0.35  0.628
H 3.45 -1.08 0.54  0.767
H 4.53 -2.44 2.32  0.440
H 0.81 -2.75 4.43  0.391
H -0.35 -1.55 2.59  0.364
H 2.66 -2.28 -0.91  0.873
H 3.36 -2.16 -3.28  0.414

Values from the calculation:
Net charge ... +1
LUMO level ... -0.21021 Ha
E_tot ... -1486.94180 hartree
Gap between HOMO and LUMO ... 7.07 eV
HOMO energy ... -0.470 Ha

***

Q: Among the records above, which one has the highest E_tot?
A: C11H15N

***

Q: E_tot of number 5 (C38H36NO)?
A: -1599.24263 hartree

***

Q: Number 5 is which compound?
A: C38H36NO

***

Q: Which of these has the highest E_tot?
A: C11H15N